Computed, not measured: a structure of composition C27H28BrN6Re at a distorted geometry, with the ωB97M-V functional and the def2-TZVPD basis.

The HOMO-LUMO gap (alpha / beta) comes out at 6.65 / 6.41 eV. The value obtained for the strongest force on any atom is 1.1 eV/A. For the relative energy (zero: lowest compared OMol25 entry of this formula, charge and spin), the calculation gives 0.0 kcal/mol. For the total energy, the calculation gives -4025.4880 Ha.

The geometry in ORCA input format:
```
! RIJCOSX wB97M-V def2-TZVPD def2/J DEFGRID3
* xyz 3 4
Re 0.397 0.625 0.018
C 1.495 0.723 -2.857
N 0.180 0.424 -2.164
C -0.849 1.347 -2.758
C -0.180 -0.993 -2.388
C -0.254 -1.515 -3.659
C -0.509 -2.876 -3.824
C -0.653 -3.705 -2.713
C -0.609 -3.174 -1.438
C -0.417 -1.800 -1.274
N -0.435 -1.154 -0.038
C -1.023 -1.593 1.148
C -1.967 -2.621 1.222
C -2.465 -2.999 2.455
C -2.034 -2.360 3.615
C -1.130 -1.302 3.539
C -0.648 -0.912 2.310
N 0.284 0.231 2.179
C 1.621 -0.127 2.781
C -0.238 1.430 2.937
H 1.359 0.677 -3.935
H 2.244 -0.004 -2.568
H 1.817 1.730 -2.598
H -0.841 1.250 -3.842
H -0.606 2.376 -2.502
H -1.835 1.086 -2.389
H -0.107 -0.890 -4.532
H -0.576 -3.287 -4.824
H -0.801 -4.770 -2.843
H -0.706 -3.820 -0.572
H -2.324 -3.107 0.320
H -3.196 -3.796 2.511
H -2.409 -2.672 4.582
H -0.816 -0.802 4.449
H 1.496 -0.306 3.849
H 2.317 0.700 2.641
H 2.003 -1.030 2.316
H -0.169 1.253 4.007
H -1.274 1.615 2.676
H 0.381 2.298 2.701
N -1.631 6.467 0.524
C -1.933 5.359 0.447
C -2.248 3.957 0.345
C -3.558 3.475 0.321
C -3.771 2.108 0.222
C -2.690 1.259 0.150
N -1.419 1.721 0.169
C -1.216 3.050 0.268
H -4.390 4.167 0.378
H -4.773 1.700 0.202
H -2.815 0.187 0.078
H -0.188 3.409 0.286
Br 4.895 -3.194 -0.370
C 4.277 -1.457 -0.251
C 5.149 -0.377 -0.218
C 4.631 0.912 -0.129
C 3.270 1.071 -0.074
N 2.420 0.019 -0.102
C 2.920 -1.233 -0.193
H 6.220 -0.540 -0.260
H 5.282 1.776 -0.102
H 2.832 2.068 -0.002
H 2.213 -2.055 -0.225
*
```

Atomic partial charges in e from the Mulliken method, atoms 1 to 8: number 1, Re, carries 0.853; number 2, C, carries -1.012; number 3, N, carries 0.034; number 4, C, carries -1.110; number 5, C, carries 1.526; number 6, C, carries -0.769; number 7, C, carries -0.914; number 8, C, carries -0.986